No. 1
117
Properties=species:S:1:pos:R:3 method="wB97M-V/def2-TZVPD" homo_lumo_gap_ev=5.863 relative_energy_kcal_mol=15.7 largest_force_ha_per_bohr=0.0108 charge=0 e_homo_ev=-6.0
Rb -1.483 -0.536 -0.829
C 3.326 -1.638 -3.491
N 2.877 -0.257 -3.454
C 3.786 0.714 -4.020
C 1.641 0.028 -2.966
O 0.898 -0.816 -2.507
C 1.215 1.496 -2.987
O -0.088 1.559 -2.486
C -0.570 2.867 -2.354
C -2.021 2.761 -1.881
O -2.580 1.675 -1.873
N -2.627 3.893 -1.473
C -3.986 3.808 -0.955
C -2.003 5.202 -1.472
H 4.316 -1.715 -3.037
H 3.385 -1.996 -4.523
H 2.628 -2.248 -2.927
H 4.770 0.616 -3.553
H 3.442 1.732 -3.858
H 3.908 0.561 -5.096
H 1.258 1.894 -4.010
H 1.905 2.090 -2.369
H -0.536 3.402 -3.314
H 0.031 3.433 -1.631
H -4.164 2.808 -0.569
H -4.715 4.032 -1.738
H -4.103 4.531 -0.149
H -1.153 5.239 -2.149
H -1.669 5.481 -0.469
H -2.724 5.944 -1.815
C -5.126 -2.652 -0.617
C -5.085 -1.683 0.538
C -6.183 -1.520 1.369
C -6.058 -0.600 2.414
C -4.898 0.113 2.572
C -3.810 -0.063 1.659
N -3.948 -1.003 0.676
N -2.672 0.629 1.702
Si -2.202 1.982 2.574
C -1.758 1.647 4.389
C -3.421 3.433 2.653
C -0.685 2.679 1.686
H -5.828 -3.467 -0.438
H -4.130 -3.065 -0.787
H -5.433 -2.141 -1.534
H -7.085 -2.099 1.222
H -6.876 -0.453 3.111
H -4.791 0.811 3.394
H -2.661 1.687 5.005
H -1.069 2.401 4.783
H -1.317 0.659 4.538
H -4.462 3.104 2.686
H -3.305 4.086 1.784
H -3.233 4.043 3.542
H 0.138 1.962 1.654
H -0.307 3.606 2.127
H -0.981 2.882 0.650
Br -0.546 -7.776 -3.438
C -0.828 -6.017 -2.818
C -0.123 -5.542 -1.729
C -0.370 -4.234 -1.339
N -1.237 -3.432 -1.946
C -1.918 -3.906 -2.988
C -1.737 -5.202 -3.466
C -2.882 -2.963 -3.644
C -3.825 -3.413 -4.564
C -4.667 -2.481 -5.142
Br -5.960 -3.046 -6.394
C -4.565 -1.147 -4.800
C -3.603 -0.804 -3.862
N -2.784 -1.683 -3.296
H 0.594 -6.154 -1.203
H 0.170 -3.805 -0.500
H -2.268 -5.573 -4.329
H -3.923 -4.457 -4.820
H -5.214 -0.400 -5.233
H -3.490 0.224 -3.532
C 6.372 -2.007 -0.082
C 6.254 -0.882 0.938
C 5.920 0.467 0.306
C 4.479 0.581 -0.175
N 3.526 0.574 0.922
C 2.656 -0.430 1.227
Se 2.487 -2.028 0.345
N 1.935 -0.025 2.300
C 0.820 -0.757 2.898
C 1.064 -1.204 4.333
C 2.100 -2.312 4.523
C 3.550 -1.885 4.304
C 2.344 1.243 2.690
C 1.892 2.090 3.690
C 2.494 3.336 3.778
C 3.503 3.724 2.895
C 3.949 2.877 1.891
C 3.352 1.628 1.810
H 6.656 -2.945 0.396
H 7.132 -1.773 -0.833
H 5.419 -2.181 -0.585
H 7.192 -0.785 1.491
H 5.490 -1.138 1.678
H 6.575 0.640 -0.555
H 6.126 1.274 1.013
H 4.203 -0.246 -0.829
H 4.332 1.515 -0.727
H 0.642 -1.613 2.250
H -0.057 -0.110 2.833
H 0.097 -1.548 4.708
H 1.336 -0.344 4.954
H 1.858 -3.148 3.861
H 1.996 -2.689 5.544
H 3.781 -1.766 3.245
H 4.238 -2.634 4.699
H 3.763 -0.939 4.811
H 1.086 1.804 4.352
H 2.167 4.027 4.544
H 3.945 4.707 2.994
H 4.728 3.180 1.205

No. 2
15
Properties=species:S:1:pos:R:3 method="wB97M-V/def2-TZVPD" homo_lumo_gap_ev="9.140 / 9.140" relative_energy_kcal_mol=97.7 largest_force_ha_per_bohr=0.0175 charge=0 e_homo_ev="-8.4 / -8.4"
C -1.751 -0.755 -0.217
C -0.575 0.139 -0.571
N -0.503 1.390 0.228
C 0.927 1.180 0.560
C 0.802 -0.185 -0.021
N 1.594 -1.200 0.146
O 2.699 -1.170 0.767
H -2.698 -0.281 -0.500
H -1.770 -0.935 0.862
H -1.677 -1.711 -0.746
H -0.568 0.339 -1.655
H -0.675 2.232 -0.311
H 1.148 1.226 1.631
H 1.628 1.835 0.025
H 1.363 -2.126 -0.230

Please write out number 2 again, unchanged.
15
Properties=species:S:1:pos:R:3 method="wB97M-V/def2-TZVPD" homo_lumo_gap_ev="9.140 / 9.140" relative_energy_kcal_mol=97.7 largest_force_ha_per_bohr=0.0175 charge=0 e_homo_ev="-8.4 / -8.4"
C -1.751 -0.755 -0.217
C -0.575 0.139 -0.571
N -0.503 1.390 0.228
C 0.927 1.180 0.560
C 0.802 -0.185 -0.021
N 1.594 -1.200 0.146
O 2.699 -1.170 0.767
H -2.698 -0.281 -0.500
H -1.770 -0.935 0.862
H -1.677 -1.711 -0.746
H -0.568 0.339 -1.655
H -0.675 2.232 -0.311
H 1.148 1.226 1.631
H 1.628 1.835 0.025
H 1.363 -2.126 -0.230